Record 1
The following is a DFT calculation (ωB97M-V/def2-TZVPD) of a gas-phase ion, C6H12NO3P (charge -2) at a distorted geometry.

Cartesian coordinates (Å):
C (0.0060, 0.2475, 0.5187)
C (2.4639, 0.3926, 1.3060)
C (1.3417, 2.4222, 0.1610)
C (-2.5681, -1.5536, 0.2195)
C (1.1109, 1.0902, 1.0677)
C (-1.1764, -1.6355, -0.3264)
N (-0.0916, -0.9856, 0.6544)
O (-2.1744, -1.8163, -2.8071)
O (-1.2243, 0.5387, -2.2161)
O (0.3663, -1.3947, -2.6479)
P (-1.0458, -0.9808, -2.1865)
H (-0.6228, 0.8675, -0.0332)
H (2.3456, -0.7154, 1.2969)
H (2.9159, 0.7499, 2.2415)
H (3.0825, 0.7356, 0.3167)
H (0.5186, 3.2177, 0.1456)
H (2.2226, 3.0060, 0.3312)
H (1.2791, 2.1032, -0.9407)
H (-2.6788, -2.4513, 0.8998)
H (-3.2176, -1.8299, -0.6569)
H (-2.7796, -0.6311, 0.7764)
H (0.7797, 1.3881, 2.1619)
H (-0.8535, -2.7648, -0.2823)

Output
Kohn-Sham gap = 0.1919 Ha
HOMO = 0.69 eV
Total charge = -2
M = 177.14 g mol⁻¹
SMILES = CC(C)/C=N/[C@@H](C)P(=O)([O-])[O-]

Formally, the natural (NBO) partial charges of the atoms, in units of the elementary charge, are as follows: atom 1 (C): 0.0770, atom 2 (C): -0.6173, atom 3 (C): -0.6446, atom 4 (C): -0.6611, atom 5 (C): -0.2465, atom 6 (C): -0.4123, atom 7 (N): -0.4462, atom 8 (O): -1.2633, atom 9 (O): -1.2619, atom 10 (O): -1.2653, atom 11 (P): 2.3521, atom 12 (H): 0.1914, atom 13 (H): 0.2449, atom 14 (H): 0.1768, atom 15 (H): 0.1944, atom 16 (H): 0.1977, atom 17 (H): 0.1813, atom 18 (H): 0.2576, atom 19 (H): 0.1490, atom 20 (H): 0.2646, atom 21 (H): 0.1863, atom 22 (H): 0.1665, atom 23 (H): 0.1789

Record 2
The following is a DFT calculation (ωB97M-V/def2-TZVPD) of a single C6H12NO4P molecule at a distorted geometry.

Cartesian coordinates (Å):
C (-0.9958, 1.1221, -0.0616)
C (0.2790, 1.8122, -0.1358)
C (1.3986, 1.1619, 0.5981)
C (1.9519, -0.2239, 0.1134)
C (0.8370, -1.3323, 0.1710)
C (-0.1181, -1.0881, -0.9219)
N (-1.1229, -0.1139, -0.4888)
O (-1.9551, 1.7087, 0.4197)
O (-4.6373, -1.3433, 0.2505)
O (-4.2046, 0.9473, -0.7214)
O (-2.3803, -0.8173, -0.3777)
P (-3.6202, -0.0238, 0.4672)
H (0.5182, 1.8639, -1.2312)
H (0.1935, 2.8766, 0.1982)
H (2.3726, 1.7543, 0.6383)
H (1.1547, 0.9809, 1.6642)
H (2.2716, -0.0337, -0.9532)
H (2.8217, -0.6304, 0.6785)
H (1.2134, -2.3805, 0.1828)
H (0.1611, -1.3048, 1.0299)
H (0.2002, -0.7453, -1.9245)
H (-0.7837, -1.9706, -1.1301)
H (-4.4097, -1.6965, -0.7081)
H (-3.6524, 1.7272, -0.6769)

Output
Kohn-Sham gap = 0.3428 Ha
HOMO = -8.62 eV
M = 193.14 g mol⁻¹
SMILES = O=C1CCCCCN1OP(O)O

Formally, the natural (NBO) partial charges of the atoms, in units of the elementary charge, are as follows: atom 1 (C): 0.6353, atom 2 (C): -0.4961, atom 3 (C): -0.4021, atom 4 (C): -0.3913, atom 5 (C): -0.4375, atom 6 (C): -0.2373, atom 7 (N): -0.1288, atom 8 (O): -0.6723, atom 9 (O): -0.9940, atom 10 (O): -1.0064, atom 11 (O): -0.6543, atom 12 (P): 1.5539, atom 13 (H): 0.2244, atom 14 (H): 0.2622, atom 15 (H): 0.2239, atom 16 (H): 0.2098, atom 17 (H): 0.1951, atom 18 (H): 0.2229, atom 19 (H): 0.2244, atom 20 (H): 0.2224, atom 21 (H): 0.2097, atom 22 (H): 0.2508, atom 23 (H): 0.4811, atom 24 (H): 0.5041

Record 3
The following is a DFT calculation (ωB97M-V/def2-TZVPD) of 2 unconnected molecules or ions with the total composition C6H12NO5S at a distorted geometry.

Cartesian coordinates (Å):
C (1.1392, 2.5676, 0.9303)
C (1.7943, 1.3037, 1.4554)
C (-0.1284, 2.1353, 0.2057)
C (1.4493, 0.2463, 0.4181)
C (0.2215, 0.8191, -0.4478)
C (-1.0961, -0.0632, -0.4450)
N (0.0380, -2.0350, -1.1789)
O (-1.7251, -3.1220, 0.3440)
O (-0.7334, -4.4157, -1.3833)
O (-2.2246, -2.5494, -2.1210)
O (-1.7758, -0.0612, -1.6251)
O (-1.4685, -0.4616, 0.6687)
S (-1.1808, -3.0127, -1.1216)
H (0.8721, 3.1590, 1.7640)
H (1.8087, 3.2596, 0.4178)
H (2.8361, 1.4898, 1.7154)
H (1.2750, 1.0548, 2.3457)
H (-1.0564, 1.9128, 0.7983)
H (-0.3888, 2.8653, -0.4250)
H (2.2734, -0.0143, -0.2801)
H (1.1456, -0.6829, 0.9314)
H (0.4999, 0.8573, -1.5308)
H (0.6069, -2.1201, -0.3200)
H (-2.3012, -0.9087, -1.8393)
H (-1.8810, -2.2238, 0.7231)

Output
Kohn-Sham gap = 0.2891 Ha
HOMO = -4.56 eV
Total charge = -1
M = 210.23 g mol⁻¹

Formally, the natural (NBO) partial charges of the atoms, in units of the elementary charge, are as follows: atom 1 (C): -0.3952, atom 2 (C): -0.4126, atom 3 (C): -0.4177, atom 4 (C): -0.3965, atom 5 (C): -0.3067, atom 6 (C): 0.8896, atom 7 (N): -1.2206, atom 8 (O): -0.9188, atom 9 (O): -1.0059, atom 10 (O): -1.0052, atom 11 (O): -0.7521, atom 12 (O): -0.7478, atom 13 (S): 2.4216, atom 14 (H): 0.1947, atom 15 (H): 0.1913, atom 16 (H): 0.1989, atom 17 (H): 0.1972, atom 18 (H): 0.2190, atom 19 (H): 0.2035, atom 20 (H): 0.2110, atom 21 (H): 0.2182, atom 22 (H): 0.2287, atom 23 (H): 0.3524, atom 24 (H): 0.5315, atom 25 (H): 0.5214

Record 4
The following is a DFT calculation (ωB97M-V/def2-TZVPD) of a single C6H12NP molecule at a distorted geometry.

Cartesian coordinates (Å):
C (-0.4730, 1.9274, 0.8555)
C (0.1670, -0.7200, 1.9373)
C (1.3299, -0.6133, -1.4931)
C (-0.8697, -0.5509, 0.8561)
C (0.9668, 0.5380, -0.6258)
C (-0.5040, 0.6550, -0.0855)
N (-0.5275, 2.9432, 1.3656)
P (-1.9986, 0.8242, -1.0952)
H (-0.1358, -1.2840, 2.7834)
H (0.9763, -1.3189, 1.5421)
H (0.6121, 0.2262, 2.3371)
H (0.5513, -1.3006, -1.9025)
H (1.8970, -1.2302, -0.9288)
H (1.7911, -0.2994, -2.4290)
H (-1.0019, -1.4691, 0.1808)
H (-1.8735, -0.5879, 1.2236)
H (1.5793, 0.9092, 0.2311)
H (0.9978, 1.3707, -1.4127)
H (-2.2728, -0.5903, -1.0925)
H (-1.2118, 0.5709, -2.2475)

Output
Kohn-Sham gap = 0.4026 Ha
HOMO = -10.19 eV
M = 129.14 g mol⁻¹
SMILES = CCC(P)(C#N)CC

Formally, the natural (NBO) partial charges of the atoms, in units of the elementary charge, are as follows: atom 1 (C): 0.2661, atom 2 (C): -0.6315, atom 3 (C): -0.6331, atom 4 (C): -0.4156, atom 5 (C): -0.4161, atom 6 (C): -0.3734, atom 7 (N): -0.3383, atom 8 (P): 0.4019, atom 9 (H): 0.2237, atom 10 (H): 0.2066, atom 11 (H): 0.2213, atom 12 (H): 0.2212, atom 13 (H): 0.2138, atom 14 (H): 0.2225, atom 15 (H): 0.2141, atom 16 (H): 0.2229, atom 17 (H): 0.2404, atom 18 (H): 0.2172, atom 19 (H): -0.0319, atom 20 (H): -0.0318

Record 5
The following is a DFT calculation (ωB97M-V/def2-TZVPD) of a single C6H12NP3 molecule at a distorted geometry.

Cartesian coordinates (Å):
C (0.3920, -0.4988, -1.2232)
C (-0.8485, -0.0663, -0.9237)
C (0.2122, 1.7320, -0.2075)
C (0.2755, 3.1719, 0.1842)
C (-2.3983, -1.4287, 0.2953)
C (-1.9929, -1.0039, -1.1058)
N (-0.9333, 1.1129, -0.2261)
P (1.5728, 0.8453, -1.1311)
P (3.8698, -1.1158, -0.2035)
P (2.5169, 0.2766, 0.7313)
H (0.6917, -1.4736, -1.7977)
H (1.3179, 3.4618, 0.3867)
H (-0.2637, 3.4502, 1.1805)
H (-0.0426, 3.6830, -0.6590)
H (-1.5736, -1.7888, 0.9493)
H (-3.0929, -2.3416, 0.4047)
H (-2.7433, -0.6177, 0.7435)
H (-2.7746, -0.6544, -1.6021)
H (-1.6884, -1.8427, -1.5808)
H (3.7709, -2.0920, 0.7326)
H (2.9534, -1.8001, -1.0202)
H (3.3857, 1.3929, 0.7440)

Output
Kohn-Sham gap = 0.3158 Ha
HOMO = -8.41 eV
M = 191.09 g mol⁻¹
SMILES = CCC1=NC(C)=P([PH]#[PH2])=C1

Formally, the natural (NBO) partial charges of the atoms, in units of the elementary charge, are as follows: atom 1 (C): -0.6003, atom 2 (C): 0.1836, atom 3 (C): 0.0682, atom 4 (C): -0.6643, atom 5 (C): -0.5820, atom 6 (C): -0.4263, atom 7 (N): -0.4631, atom 8 (P): 0.5055, atom 9 (P): 0.0227, atom 10 (P): 0.0282, atom 11 (H): 0.2409, atom 12 (H): 0.2122, atom 13 (H): 0.2384, atom 14 (H): 0.2359, atom 15 (H): 0.2056, atom 16 (H): 0.2048, atom 17 (H): 0.2053, atom 18 (H): 0.2115, atom 19 (H): 0.2054, atom 20 (H): -0.0140, atom 21 (H): -0.0058, atom 22 (H): -0.0124

Record 6
The following is a DFT calculation (ωB97M-V/def2-TZVPD) of a single C6H12O molecule at a distorted geometry.

Cartesian coordinates (Å):
C (1.6639, 1.1198, -0.8181)
O (1.9665, 1.2008, 0.5743)
C (0.9939, -0.2028, -1.2086)
C (0.5467, -1.0501, -0.0309)
C (-0.6209, -0.4257, 0.7462)
C (-3.1402, -0.3297, 0.6808)
C (-1.9730, -0.6024, 0.1171)
H (1.0232, 1.9756, -1.0517)
H (2.5577, 1.2557, -1.4309)
H (2.8061, 1.6663, 0.6886)
H (0.1781, -0.0107, -1.9088)
H (1.6839, -0.7858, -1.8269)
H (0.2108, -2.0425, -0.3554)
H (1.3576, -1.2849, 0.6526)
H (-0.6369, -0.9537, 1.7106)
H (-0.4261, 0.6092, 1.0187)
H (-3.2784, -0.2038, 1.7507)
H (-4.0172, -0.1084, 0.0914)
H (-1.9332, -0.8694, -0.9400)

Output
Kohn-Sham gap = 0.3687 Ha
HOMO = -9.20 eV
M = 100.16 g mol⁻¹
SMILES = C=CCCCCO

Formally, the natural (NBO) partial charges of the atoms, in units of the elementary charge, are as follows: atom 1 (C): -0.0648, atom 2 (O): -0.7349, atom 3 (C): -0.4293, atom 4 (C): -0.3876, atom 5 (C): -0.4598, atom 6 (C): -0.4044, atom 7 (C): -0.1636, atom 8 (H): 0.1595, atom 9 (H): 0.1661, atom 10 (H): 0.4756, atom 11 (H): 0.2060, atom 12 (H): 0.2033, atom 13 (H): 0.2015, atom 14 (H): 0.2194, atom 15 (H): 0.2140, atom 16 (H): 0.2300, atom 17 (H): 0.1881, atom 18 (H): 0.1966, atom 19 (H): 0.1843

Record 7
The following is a DFT calculation (ωB97M-V/def2-TZVPD) of a single C6H12O molecule.

Cartesian coordinates (Å):
C (1.5425, 1.1538, 0.2166)
C (0.6959, -0.1330, 0.1800)
C (1.4982, -1.2629, -0.4579)
C (-0.6329, 0.0117, -0.5510)
C (-1.8609, -0.8408, -0.2773)
C (-1.8337, 0.5848, 0.1509)
O (-1.7629, 0.7190, 1.5420)
H (1.0174, 2.0024, 0.6726)
H (2.4482, 0.9871, 0.8145)
H (1.8763, 1.4593, -0.7835)
H (0.4699, -0.3957, 1.2197)
H (2.4354, -1.4564, 0.0768)
H (1.7496, -0.9992, -1.4933)
H (0.9068, -2.1835, -0.4739)
H (-0.5525, 0.1469, -1.6272)
H (-2.4904, -1.0895, -1.1314)
H (-1.8412, -1.5863, 0.5119)
H (-2.4666, 1.3176, -0.3490)
H (-1.2758, 1.5238, 1.7518)

Output
Kohn-Sham gap = 0.3893 Ha
HOMO = -9.64 eV
M = 100.16 g mol⁻¹
SMILES = CC(C)[C@H]1C[C@H]1O

Formally, the natural (NBO) partial charges of the atoms, in units of the elementary charge, are as follows: atom 1 (C): -0.5999, atom 2 (C): -0.2277, atom 3 (C): -0.5984, atom 4 (C): -0.2474, atom 5 (C): -0.4340, atom 6 (C): 0.0767, atom 7 (O): -0.7045, atom 8 (H): 0.1983, atom 9 (H): 0.2096, atom 10 (H): 0.2031, atom 11 (H): 0.2123, atom 12 (H): 0.2066, atom 13 (H): 0.1976, atom 14 (H): 0.2121, atom 15 (H): 0.2139, atom 16 (H): 0.2150, atom 17 (H): 0.2243, atom 18 (H): 0.1744, atom 19 (H): 0.4681

Record 8
The following is a DFT calculation (ωB97M-V/def2-TZVPD) of a molecular structure, C6H12O.

Cartesian coordinates (Å):
C (1.3106, 2.1210, -1.2379)
C (0.9430, 1.2445, -0.0441)
C (-0.3178, 0.4164, -0.2943)
C (-0.7853, -0.3446, 0.9177)
C (-1.7268, -1.4921, 0.7665)
C (-0.4033, -2.1809, 0.9917)
O (0.1370, -2.4994, -0.2397)
H (1.4649, 1.5155, -2.1387)
H (0.5110, 2.8389, -1.4554)
H (2.2286, 2.6888, -1.0536)
H (0.7976, 1.8745, 0.8443)
H (1.7759, 0.5677, 0.1913)
H (-0.1351, -0.3032, -1.1030)
H (-1.1299, 1.0738, -0.6377)
H (-0.8773, 0.2214, 1.8476)
H (-2.1260, -1.6306, -0.2389)
H (-2.4814, -1.6234, 1.5402)
H (0.1880, -1.1333, 1.4240)
H (0.9911, -2.9092, -0.0567)

Output
Kohn-Sham gap = 0.3308 Ha
HOMO = -7.98 eV
M = 100.16 g mol⁻¹

Formally, the natural (NBO) partial charges of the atoms, in units of the elementary charge, are as follows: atom 1 (C): -0.6029, atom 2 (C): -0.3907, atom 3 (C): -0.4255, atom 4 (C): -0.2587, atom 5 (C): -0.4891, atom 6 (C): 0.0370, atom 7 (O): -0.7202, atom 8 (H): 0.2038, atom 9 (H): 0.2018, atom 10 (H): 0.2109, atom 11 (H): 0.1937, atom 12 (H): 0.1958, atom 13 (H): 0.2281, atom 14 (H): 0.2109, atom 15 (H): 0.2281, atom 16 (H): 0.2256, atom 17 (H): 0.2207, atom 18 (H): 0.2447, atom 19 (H): 0.4860